1.
The following is a quantum chemistry calculation of a molecular structure, H26In2O17P, from the Open Molecules 2025 dataset.

Geometry (Å):
In (-2.187, -5.358, -3.386)
In (-6.075, -1.408, 2.050)
P (-0.626, -1.033, 0.069)
O (0.278, -2.156, -0.585)
O (-1.954, -1.237, -0.751)
O (0.028, 0.376, -0.082)
O (-1.159, -1.274, 1.512)
O (4.638, -0.328, 2.087)
H (4.932, -1.068, 1.557)
H (3.798, -0.076, 1.703)
O (3.365, 2.417, -2.993)
H (2.961, 2.903, -3.711)
H (2.630, 2.015, -2.531)
O (4.329, -2.113, -2.747)
H (3.453, -2.122, -2.362)
H (4.564, -1.186, -2.787)
O (-2.026, 1.806, -4.035)
H (-1.922, 2.720, -3.772)
H (-2.116, 1.328, -3.211)
O (-0.575, 5.255, -1.713)
H (-0.374, 4.423, -1.286)
H (-1.088, 5.739, -1.066)
O (1.534, -3.093, -6.043)
H (1.495, -2.747, -6.935)
H (2.371, -2.781, -5.701)
O (2.110, 4.347, 2.460)
H (2.778, 4.567, 1.811)
H (1.720, 3.535, 2.137)
O (-0.181, -4.132, 4.807)
H (-0.732, -4.846, 4.487)
H (-0.386, -3.395, 4.232)
O (0.041, 1.096, 5.343)
H (-0.165, 1.941, 4.942)
H (-0.193, 0.451, 4.676)
O (-3.050, 3.298, 1.831)
H (-2.450, 2.732, 1.345)
H (-2.599, 4.141, 1.878)
O (-4.233, -1.732, -6.427)
H (-4.616, -1.522, -7.279)
H (-4.010, -0.882, -6.048)
O (-4.123, 0.740, 6.293)
H (-4.310, 0.817, 7.229)
H (-3.224, 1.054, 6.201)
O (2.827, -4.503, 2.294)
H (2.384, -4.079, 1.559)
H (2.139, -4.631, 2.948)

Values from the calculation:
Net charge: +3
Highest occupied orbital energy in Eh: -0.6400
Lowest unoccupied orbital energy in eV: -15.84
F_max in eV/Å: 3.11


2.
The following is a quantum chemistry calculation of 12 unconnected molecules or ions with the total composition H26NO11, from the Open Molecules 2025 dataset.

Geometry (Å):
N (-0.213, 0.021, 0.122)
H (0.351, 0.622, -0.311)
H (-1.220, 0.077, -0.085)
H (-0.351, 0.052, 1.218)
H (-0.083, -1.059, -0.082)
O (1.819, -2.606, -0.394)
H (2.742, -2.192, -0.116)
H (2.250, -3.603, -0.465)
O (0.780, 3.405, -0.592)
H (0.316, 3.669, -1.396)
H (1.385, 4.100, -0.283)
O (-1.246, 2.830, 1.192)
H (-0.990, 3.049, 0.292)
H (-0.795, 3.410, 1.819)
O (0.306, -1.841, 2.440)
H (1.074, -2.165, 2.825)
H (-0.476, -2.331, 2.921)
O (2.019, 1.057, 2.026)
H (2.306, 1.959, 2.069)
H (2.594, 0.630, 1.365)
O (-0.498, -3.481, -1.766)
H (0.137, -2.993, -1.293)
H (-1.322, -3.181, -1.241)
O (-2.612, 1.530, -1.682)
H (-2.999, 0.643, -1.496)
H (-3.204, 2.082, -1.200)
O (1.174, -0.262, -2.724)
H (1.632, 0.427, -3.161)
H (0.760, -0.572, -3.391)
O (-2.714, -2.305, -0.565)
H (-3.432, -1.629, -0.788)
H (-2.948, -3.119, -0.455)
O (3.309, 0.735, -0.544)
H (2.990, 0.683, -1.323)
H (4.144, 1.057, -0.518)
O (-2.107, 0.254, 2.580)
H (-2.171, 1.221, 2.827)
H (-2.706, -0.176, 2.177)

Values from the calculation:
Net charge: +1
Highest occupied orbital energy in Eh: -0.4908
Lowest unoccupied orbital energy in eV: -2.96
F_max in eV/Å: 11.32
Relative energy (zero: lowest compared OMol25 entry of this formula, charge and spin) in kcal per mole: 108.9


3.
The following is a quantum chemistry calculation of 12 unconnected molecules or ions with the total composition H26NO11, from the Open Molecules 2025 dataset.

Geometry (Å):
N (1.003, 41.476, 35.918)
H (0.220, 41.148, 36.094)
H (1.038, 42.188, 35.400)
H (1.635, 40.922, 35.386)
H (1.405, 41.699, 36.698)
O (0.623, 42.022, 33.010)
H (-0.251, 41.874, 32.676)
H (1.057, 42.575, 32.224)
O (3.610, 41.789, 38.365)
H (4.022, 41.251, 37.709)
H (3.033, 41.170, 38.418)
O (2.996, 44.944, 35.613)
H (2.066, 44.828, 35.611)
H (3.325, 45.943, 35.387)
O (0.897, 38.387, 34.350)
H (1.896, 38.379, 34.308)
H (1.119, 37.740, 34.900)
O (3.733, 39.166, 34.174)
H (3.934, 39.728, 33.484)
H (3.910, 38.232, 33.818)
O (3.576, 42.162, 34.952)
H (3.817, 43.026, 34.847)
H (3.530, 42.246, 33.980)
O (0.946, 41.164, 39.576)
H (1.231, 40.986, 40.550)
H (0.179, 41.818, 39.575)
O (-1.473, 41.864, 36.699)
H (-2.133, 42.320, 36.476)
H (-1.229, 42.011, 37.615)
O (4.124, 39.421, 36.827)
H (3.335, 39.016, 37.370)
H (4.037, 39.524, 35.723)
O (0.000, 44.662, 33.254)
H (-0.828, 44.360, 32.808)
H (0.685, 44.045, 33.604)
O (0.289, 44.341, 36.205)
H (0.358, 45.196, 36.709)
H (-0.648, 44.277, 36.033)

Values from the calculation:
Net charge: +1
Highest occupied orbital energy in Eh: -0.4944
Lowest unoccupied orbital energy in eV: -3.10
F_max in eV/Å: 10.71
Relative energy (zero: lowest compared OMol25 entry of this formula, charge and spin) in kcal per mole: 168.5


4.
The following is a quantum chemistry calculation of a molecular structure, H26Na3O17S, from the Open Molecules 2025 dataset.

Geometry (Å):
Na (-8.679, -9.964, 10.990)
Na (-11.114, -15.227, 13.422)
Na (-8.442, -13.900, 10.874)
S (-11.075, -12.569, 11.053)
O (-11.788, -13.188, 12.190)
O (-9.752, -12.106, 11.524)
O (-10.862, -13.595, 9.991)
O (-11.837, -11.411, 10.577)
O (-6.795, -13.053, 12.462)
H (-6.397, -13.151, 13.335)
H (-7.000, -12.115, 12.412)
O (-8.914, -12.346, 14.113)
H (-8.683, -13.276, 14.177)
H (-9.365, -12.259, 13.253)
O (-14.295, -14.261, 12.019)
H (-14.479, -14.855, 12.753)
H (-13.450, -13.826, 12.231)
O (-10.642, -9.443, 8.956)
H (-11.251, -10.073, 9.365)
H (-9.987, -9.996, 8.513)
O (-13.610, -8.218, 9.145)
H (-13.446, -8.067, 8.209)
H (-13.379, -9.139, 9.285)
O (-13.617, -11.632, 8.640)
H (-13.576, -12.538, 8.322)
H (-12.884, -11.545, 9.280)
O (-9.950, -8.966, 13.073)
H (-10.508, -8.178, 13.080)
H (-10.588, -9.696, 13.039)
O (-11.906, -11.242, 14.216)
H (-11.636, -12.065, 13.762)
H (-11.181, -11.035, 14.818)
O (-12.306, -14.513, 7.937)
H (-11.757, -14.165, 8.666)
H (-13.146, -14.758, 8.342)
O (-11.454, -16.017, 11.122)
H (-10.703, -16.491, 10.747)
H (-11.445, -15.155, 10.662)
O (-12.752, -9.559, 12.205)
H (-12.438, -10.234, 11.564)
H (-12.704, -10.001, 13.062)
O (-12.747, -13.947, 14.755)
H (-12.606, -13.979, 15.708)
H (-13.446, -13.289, 14.634)
O (-9.045, -13.969, 7.456)
H (-9.628, -13.733, 8.183)
H (-9.396, -14.805, 7.127)

Values from the calculation:
Net charge: +1
Highest occupied orbital energy in Eh: -0.4459
Lowest unoccupied orbital energy in eV: -4.83
F_max in eV/Å: 2.65


5.
The following is a quantum chemistry calculation of 13 unconnected molecules or ions with the total composition H26O13, from the Open Molecules 2025 dataset.

Geometry (Å):
O (-2.347, 1.837, 0.360)
H (-3.242, 1.518, 0.250)
H (-2.321, 2.658, -0.132)
O (-1.118, 1.169, -2.993)
H (-2.028, 0.963, -3.207)
H (-1.048, 1.000, -2.054)
O (1.620, 1.190, -2.405)
H (0.819, 1.236, -2.927)
H (1.632, 0.296, -2.063)
O (3.360, 0.800, 1.209)
H (2.649, 0.295, 1.604)
H (3.415, 1.593, 1.742)
O (-0.957, -1.660, -3.060)
H (-0.798, -0.723, -2.943)
H (-0.115, -2.072, -2.868)
O (0.142, -3.393, -0.152)
H (-0.724, -2.984, -0.156)
H (0.667, -2.849, -0.739)
O (0.118, 2.480, 1.908)
H (-0.731, 2.039, 1.943)
H (0.547, 2.240, 2.729)
O (0.789, 3.168, -0.545)
H (1.155, 2.449, -1.060)
H (0.612, 2.782, 0.313)
O (-0.136, 0.003, -0.388)
H (0.284, -0.394, 0.375)
H (-0.820, 0.562, -0.021)
O (2.698, -1.343, -0.869)
H (2.673, -0.858, -0.044)
H (3.372, -2.009, -0.735)
O (1.531, -1.172, 2.443)
H (0.892, -1.811, 2.757)
H (2.249, -1.218, 3.075)
O (-1.747, -0.857, 2.763)
H (-2.062, 0.047, 2.776)
H (-2.082, -1.216, 1.941)
O (-2.635, -2.068, 0.491)
H (-2.834, -1.180, 0.194)
H (-3.480, -2.517, 0.488)

Values from the calculation:
Highest occupied orbital energy in Eh: -0.3628
Lowest unoccupied orbital energy in eV: -0.64
F_max in eV/Å: 0.80
Relative energy (zero: lowest compared OMol25 entry of this formula, charge and spin) in kcal per mole: 39.3


6.
The following is a quantum chemistry calculation of a molecular structure, H26O13, from the Open Molecules 2025 dataset.

Geometry (Å):
H (0.030, 0.380, 1.090)
H (-0.360, 0.528, -0.372)
H (0.270, 5.495, 0.145)
H (-0.773, 4.880, -0.773)
H (-4.651, -0.093, -0.723)
H (-5.273, -0.432, -2.068)
H (1.999, 0.716, -2.455)
H (3.225, 0.097, -3.107)
H (-2.334, -2.088, 1.550)
H (-3.819, -2.158, 1.235)
H (-2.904, 1.055, 1.285)
H (-2.069, -0.214, 1.313)
H (3.115, -2.757, 0.733)
H (4.253, -3.620, 0.214)
H (-1.833, -1.678, -2.745)
H (-2.676, -0.649, -3.479)
H (2.080, -0.741, 2.079)
H (3.470, -0.941, 1.496)
H (-1.553, 0.871, 4.283)
H (-2.338, 0.084, 3.247)
H (1.515, 2.344, 1.411)
H (2.151, 2.390, 0.031)
H (3.380, 1.112, -0.461)
H (4.045, -0.119, -1.053)
H (-0.113, -2.198, -2.000)
H (0.496, -3.356, -1.227)
O (-0.604, 0.063, 0.436)
O (-0.398, 5.728, -0.510)
O (-4.578, 0.101, -1.664)
O (2.782, 0.191, -2.256)
O (-3.096, -2.676, 1.606)
O (-2.006, 0.733, 1.148)
O (4.041, -2.715, 0.472)
O (-2.587, -1.091, -2.626)
O (2.851, -1.317, 2.133)
O (-1.497, 0.535, 3.381)
O (1.432, 2.768, 0.550)
O (4.086, 0.844, -1.059)
O (-0.344, -3.027, -1.567)

Values from the calculation:
Highest occupied orbital energy in Eh: -0.3156
Lowest unoccupied orbital energy in eV: -0.31
F_max in eV/Å: 11.86
Relative energy (zero: lowest compared OMol25 entry of this formula, charge and spin) in kcal per mole: 233.6


| no. | gap between HOMO and LUMO (eV) |
| --- | --- |
| 1 | 1.575 |
| 2 | 10.398 |
| 3 | 10.354 |
| 4 | 7.305 |
| 5 | 9.231 |
| 6 | 8.277 |